Computed, not measured: 2 unconnected molecules or ions with the total composition C10H16 at a distorted geometry, with the ωB97M-V functional and the def2-TZVPD basis.

Last column: Mulliken charge in e.
Cartesian coordinates (Å):
C1 -2.59 -0.63 -1.36  -0.463
C2 -2.17 -1.85 -0.52  -0.774
C3 -1.36 0.17 -1.76  -0.611
H1 -3.15 -0.92 -2.26  0.309
H2 -3.33 0.00 -0.88  0.333
H3 -3.03 -2.37 -0.10  0.386
H4 -1.41 0.54 -2.79  0.407
H5 -1.15 0.96 -1.05  0.053
H6 -0.42 -0.38 -1.81  0.112
H7 -1.58 -2.54 -1.13  0.281
H8 -1.58 -1.41 0.28  -0.016
C4 0.50 2.76 0.91  -1.336
C5 0.79 1.31 0.69  0.818
C6 1.59 0.85 -0.36  -0.414
C7 0.44 0.36 1.64  -0.406
C8 1.95 -0.49 -0.46  -0.445
C9 0.73 -1.00 1.52  -0.617
C10 1.58 -1.43 0.50  -0.439
H9 1.45 3.29 0.88  0.349
H10 0.00 2.89 1.87  0.366
H11 2.11 1.47 -1.08  0.361
H12 0.04 0.76 2.56  0.274
H13 2.68 -0.78 -1.20  0.386
H14 0.27 -1.64 2.25  0.394
H15 1.93 -2.45 0.60  0.399
H16 -0.08 3.29 0.15  0.294

Output
Structure (SMILES) ... Cc1ccccc1.CCC
Electronic energy ... -10628.998 eV
2S+1 ... 1
Largest force on an atom ... 1.27 eV/Å
HOMO-LUMO gap ... 10.031 eV


Computed, not measured: C3H2N2O3 in the gas phase at a distorted geometry, with the ωB97M-V functional and the def2-TZVPD basis.

Last column: Mulliken charge in e.
Cartesian coordinates (Å):
C1 -1.75 -0.30 0.43  0.040
C2 0.04 -0.88 -0.69  0.640
C3 1.56 0.98 0.15  -0.013
N1 -0.86 0.51 0.88  -0.647
N2 0.27 0.21 0.12  0.434
O1 0.86 -1.40 -1.41  -0.571
O2 1.77 1.80 0.93  -0.362
O3 -1.25 -1.22 -0.52  -0.318
H1 -2.83 -0.37 0.70  0.383
H2 2.20 0.67 -0.58  0.414

Output
Structure (SMILES) ... O=Cn1ncoc1=O
Electronic energy ... -12265.016 eV
2S+1 ... 1
Largest force on an atom ... 4.45 eV/Å
HOMO-LUMO gap ... 10.693 eV


Computed, not measured: 4 unconnected molecules or ions with the total composition C4H14O3 at a distorted geometry, with the ωB97M-V functional and the def2-TZVPD basis.

Last column: Mulliken charge in e.
Cartesian coordinates (Å):
C1 -1.81 -1.29 0.82  -1.201
C2 -0.55 -1.19 0.01  0.352
C3 0.21 -2.19 -0.33  -0.292
C4 1.57 -1.84 -1.01  -0.835
H1 -2.24 -0.31 0.87  0.207
H2 -2.55 -1.96 0.41  0.383
H3 -1.52 -1.69 1.79  0.286
H4 -0.28 -0.11 -0.18  0.107
H5 0.15 -3.28 -0.16  0.310
H6 2.43 -2.41 -0.52  0.300
H7 1.51 -1.99 -2.06  0.297
H8 1.78 -0.79 -0.94  0.115
H9 0.42 1.08 2.17  0.337
H10 1.23 2.49 2.34  0.314
O1 1.19 1.61 1.95  -0.701
H11 -2.60 1.97 -0.19  0.304
H12 -1.07 1.99 -0.60  0.325
O2 -1.96 1.72 -0.86  -0.624
H13 2.03 1.78 -1.32  0.293
H14 1.34 1.68 0.09  0.384
O3 1.18 1.83 -0.87  -0.661

Output
Structure (SMILES) ... C/C=C/C.O.O.O
Electronic energy ... -10516.548 eV
2S+1 ... 1
Largest force on an atom ... 3.51 eV/Å
HOMO-LUMO gap ... 9.425 eV